Entry 1:
Density functional theory data (wB97M-V/def2-TZVPD) for C3H5N3O in the gas phase at a distorted geometry.

Each line ends with the natural charge from an NBO analysis.
Geometry (Å):
C: -2.488 -0.481 0.057  -0.659
C: -0.913 -0.195 -0.064  0.447
N: 0.069 -1.032 -0.050  -0.499
C: 1.226 -0.227 0.023  0.702
O: 2.408 -0.600 0.037  -0.620
N: 0.776 1.019 0.070  -0.458
N: -0.580 1.151 -0.135  -0.433
H: -3.039 0.255 -0.532  0.223
H: -2.672 -1.445 -0.385  0.248
H: -2.750 -0.277 1.108  0.233
H: 1.417 1.873 -0.264  0.416
H: -1.033 1.837 0.495  0.399

Values from the calculation:
SMILES string: Cc1nc(=O)[nH][nH]1
Lowest unoccupied orbital energy in eV: 0.48
E in hartree: -356.7942
Frontier orbital gap in eV: 9.84
ΔE to the lowest compared entry with this formula, charge and spin in kcal per mole: 39.7

Entry 2:
Density functional theory data (wB97M-V/def2-TZVPD) for 2 unconnected molecules or ions with the total composition C4H15N2O at a distorted geometry.

Each line ends with the natural charge from an NBO analysis.
Geometry (Å):
C: -1.105 -0.476 2.175  -0.635
C: -0.259 -0.133 0.991  -0.024
C: -1.094 0.937 0.087  -0.433
C: -0.226 1.264 -1.172  -0.262
N: -0.420 0.049 -2.139  -0.891
N: 0.097 -1.352 0.069  -0.798
H: -2.162 -0.674 1.873  0.221
H: -0.681 -1.361 2.616  0.216
H: -1.081 0.267 2.906  0.252
H: 0.733 0.197 1.250  0.215
H: -1.265 1.914 0.658  0.254
H: -2.072 0.371 -0.029  0.219
H: -0.670 2.278 -1.592  0.212
H: 0.818 1.597 -0.889  0.232
H: -1.415 0.102 -2.498  0.393
H: 0.235 0.214 -2.985  0.403
H: 1.168 -1.218 -0.171  0.486
H: -0.249 -2.221 0.555  0.438
H: -0.471 -1.205 -0.893  0.483
H: 3.555 -0.589 0.387  0.491
H: 3.599 0.205 -0.967  0.509
O: 2.965 -0.165 -0.233  -0.981

Values from the calculation:
Lowest unoccupied orbital energy in eV: -2.86
E in hartree: -345.8840
Frontier orbital gap in eV: 11.01
ΔE to the lowest compared entry with this formula, charge and spin in kcal per mole: 38.7
Total charge: +1

Entry 3:
Density functional theory data (wB97M-V/def2-TZVPD) for a molecular structure, C29H55BCl2LuN3O6Si at a distorted geometry.

Each line ends with the Löwdin charge.
Geometry (Å):
C: -0.611 -2.698 -2.830  -0.042
C: -1.810 -1.810 -2.914  -0.229
H: -0.816 -3.729 -3.104  0.067
H: -0.194 -2.677 -1.825  0.025
H: 0.175 -2.329 -3.494  0.093
C: -2.970 -2.124 -3.496  -0.119
C: -3.334 -3.397 -4.182  -0.094
H: -3.750 -1.370 -3.501  0.101
H: -2.554 -4.151 -4.129  0.058
H: -3.550 -3.222 -5.239  0.074
H: -4.243 -3.828 -3.755  0.067
Lu: -0.530 -0.142 0.547  1.129
Cl: 0.841 -2.016 0.582  0.082
C: -1.802 2.479 -0.024  -0.290
O: -1.747 1.559 0.810  -0.126
N: -2.618 3.528 0.088  -0.154
C: -3.557 3.641 1.183  -0.016
C: -2.658 4.550 -0.936  -0.032
H: -1.154 2.484 -0.899  0.125
H: -3.367 2.845 1.893  0.088
H: -4.581 3.559 0.814  0.093
H: -3.444 4.605 1.678  0.093
H: -1.941 4.316 -1.715  0.095
H: -2.419 5.525 -0.511  0.092
H: -3.647 4.592 -1.389  0.085
H: 1.910 2.259 4.973  0.094
H: 4.178 1.689 3.802  0.089
C: 1.601 1.247 4.711  -0.019
C: 3.743 0.712 3.590  -0.044
N: 2.301 0.798 3.524  -0.158
H: 0.536 1.233 4.514  0.089
C: 1.642 0.459 2.413  -0.322
O: 0.406 0.519 2.305  -0.177
H: 4.133 0.356 2.641  0.095
H: 2.266 0.119 1.588  0.099
H: 1.823 0.588 5.550  0.095
H: 4.051 0.019 4.374  0.093
H: -2.289 -3.586 -0.548  0.090
H: -4.584 -2.602 -0.916  0.087
C: -2.429 -3.498 0.526  -0.018
C: -4.700 -2.607 0.168  -0.033
N: -3.405 -2.456 0.795  -0.155
H: -1.480 -3.229 0.973  0.033
C: -3.060 -1.321 1.385  -0.299
O: -1.936 -1.056 1.847  -0.148
H: -5.354 -1.789 0.456  0.088
H: -3.882 -0.598 1.468  0.149
H: -2.789 -4.445 0.927  0.097
H: -5.159 -3.547 0.470  0.092
O: -1.665 -0.720 -0.829  -0.391
C: -1.600 -0.479 -2.205  -0.367
C: -3.756 0.810 -1.921  -0.045
C: -2.577 0.595 -2.626  -0.188
H: -3.938 0.215 -1.038  0.103
C: -4.668 1.772 -2.332  -0.091
H: -0.599 -0.126 -2.478  0.119
C: -2.317 1.388 -3.740  -0.020
H: -5.587 1.916 -1.778  0.100
C: -4.405 2.549 -3.452  -0.112
C: -3.219 2.358 -4.151  -0.084
H: -1.396 1.238 -4.289  0.123
H: -5.114 3.300 -3.776  0.098
H: -3.000 2.965 -5.020  0.101
Si: 4.168 -5.883 1.774  0.117
Cl: 3.511 -7.117 0.205  0.263
C: 2.930 -6.047 3.162  -0.216
C: 4.235 -4.137 1.114  -0.214
C: 5.858 -6.490 2.285  -0.221
H: 1.936 -5.738 2.844  0.030
H: 3.217 -5.425 4.011  0.030
H: 2.862 -7.076 3.511  0.027
H: 5.821 -7.524 2.625  0.027
H: 6.256 -5.885 3.100  0.030
H: 6.564 -6.439 1.457  0.028
H: 3.255 -3.805 0.776  -0.011
H: 4.921 -4.059 0.273  0.031
H: 4.574 -3.446 1.887  0.028
C: 4.003 2.898 -1.414  -0.023
C: 3.012 2.703 -0.240  -0.520
C: 3.754 3.087 1.059  -0.018
O: 2.650 1.332 -0.231  -0.038
B: 1.277 1.309 -0.785  -0.334
O: 0.932 2.659 -1.284  -0.045
C: 1.684 3.499 -0.442  -0.523
C: 0.904 3.769 0.888  -0.008
C: 1.863 4.886 -1.097  -0.018
H: 4.364 3.949 -1.460  0.086
H: 3.527 2.633 -2.381  0.101
H: 4.894 2.251 -1.271  0.094
H: 4.683 2.490 1.175  0.092
H: 4.027 4.164 1.054  0.097
H: 3.131 2.895 1.953  0.063
H: 1.475 4.438 1.566  0.093
H: -0.051 4.293 0.684  0.082
H: 0.677 2.841 1.439  0.075
H: 2.321 4.815 -2.103  0.086
H: 0.873 5.376 -1.236  0.085
H: 2.487 5.545 -0.455  0.094

Values from the calculation:
Lowest unoccupied orbital energy in eV: 0.41
E in hartree: -4224.2553
Frontier orbital gap in eV: 6.90

Q: Which of these has the lowest frontier orbital gap?
A: C29H55BCl2LuN3O6Si

Q: Which value of lowest unoccupied orbital energy does entry 3 give?
A: 0.41 eV